The following is a DFT calculation (ωB97M-V/def2-TZVPD) of a structure of composition C36H29N2O2P2S3Tc.

Values from the calculation:
F_max in hartree/bohr: 0.016
Highest occupied orbital energy (alpha / beta) in eV: -4.606 / -4.381
Gap between HOMO and LUMO (alpha / beta) in eV: 6.8 / 6.3

ORCA input file:
```
! wB97M-V def2-TZVPD RIJCOSX def2/J DEFGRID3
* xyz -1 2
Tc 0.59 -0.20 0.43
C -5.57 1.12 1.29
C -4.52 0.69 2.09
C -3.31 0.32 1.51
C -3.14 0.36 0.13
C -4.20 0.80 -0.67
C -5.40 1.17 -0.09
P -1.55 -0.22 -0.58
C -1.61 0.58 -2.22
C -1.53 1.98 -2.26
C -1.41 2.64 -3.46
C -1.37 1.92 -4.65
C -1.46 0.54 -4.62
C -1.58 -0.13 -3.41
C -1.87 -1.99 -0.88
C -3.03 -2.49 -1.40
C -3.16 -3.88 -1.61
C -2.13 -4.72 -1.28
C -0.93 -4.23 -0.73
C 0.16 -5.08 -0.41
C 1.30 -4.54 0.10
C 1.42 -3.15 0.34
C 0.39 -2.26 0.07
C -0.79 -2.84 -0.51
H -6.51 1.42 1.74
H -4.63 0.66 3.16
H -2.49 0.00 2.12
H -4.08 0.85 -1.74
H -6.22 1.51 -0.72
H -1.55 2.55 -1.33
H -1.33 3.72 -3.48
H -1.25 2.44 -5.60
H -1.41 -0.03 -5.54
H -1.61 -1.21 -3.40
H -3.85 -1.83 -1.67
H -4.08 -4.28 -2.03
H -2.23 -5.79 -1.44
H 0.06 -6.15 -0.58
H 2.15 -5.18 0.33
H 2.36 -2.77 0.72
O 4.21 -0.91 -0.14
C 3.68 -0.04 0.53
O 2.57 -0.16 1.16
C 4.38 1.30 0.67
C 5.69 1.33 0.20
C 6.47 2.48 0.23
C 5.92 3.65 0.72
C 4.62 3.66 1.17
C 3.85 2.49 1.19
S 2.29 2.76 2.00
H 6.07 0.41 -0.22
H 7.48 2.45 -0.14
H 6.50 4.57 0.73
H 4.17 4.58 1.51
S 0.70 2.20 0.61
C 1.38 2.73 -0.93
C 1.51 4.12 -1.14
N 1.60 5.26 -1.26
C 1.68 1.78 -1.89
S 1.49 0.10 -1.78
C 2.16 2.28 -3.16
N 2.54 2.66 -4.17
C -0.93 -2.14 3.08
P 0.12 -0.69 2.70
C 1.62 -1.16 3.63
C -0.58 0.56 3.86
H -1.03 -2.29 4.15
H -0.46 -3.03 2.64
H -1.92 -2.04 2.63
H 1.36 -1.50 4.63
H 2.29 -0.30 3.68
H 2.14 -1.95 3.09
H -0.06 0.53 4.82
H -1.64 0.38 4.05
H -0.48 1.57 3.44
*
```



The following is a DFT calculation (ωB97M-V/def2-TZVPD) of a structure of composition C36H30AlBr3N4O2Se.

Values from the calculation:
F_max in hartree/bohr: 0.048
Highest occupied orbital energy in eV: -7.232
Gap between HOMO and LUMO in eV: 6.6

ORCA input file:
```
! wB97M-V def2-TZVPD RIJCOSX def2/J DEFGRID3
* xyz 0 1
Al -1.07 0.47 0.42
O 1.56 1.78 -2.34
C 2.24 2.69 -1.61
C 3.33 3.27 -2.23
C 4.05 4.24 -1.56
C 3.74 4.59 -0.25
C 2.67 3.93 0.37
C 1.87 3.02 -0.29
C 0.68 2.40 0.33
O 0.61 1.03 0.05
N -0.55 3.00 -0.33
N -1.70 2.30 -0.12
C -2.81 2.88 -0.30
C -4.15 2.25 -0.26
Br -4.42 0.83 -1.50
C -5.14 2.79 0.46
C -5.08 3.96 1.38
C -6.22 4.81 1.47
C -6.15 5.98 2.24
C -5.02 6.23 3.01
C -3.95 5.38 3.04
C -3.96 4.28 2.16
H 0.87 1.35 -1.76
H 3.53 3.00 -3.23
H 4.97 4.64 -2.02
H 4.39 5.40 0.25
H 2.46 4.24 1.37
H 0.67 2.52 1.43
H -0.57 4.01 -0.24
H -2.82 3.95 -0.58
H -6.08 2.28 0.34
H -7.04 4.68 0.80
H -6.98 6.70 2.22
H -5.02 7.10 3.62
H -3.06 5.52 3.61
H -3.10 3.62 2.16
Br -0.62 -1.86 6.53
C -0.90 -0.95 4.87
C 0.19 -0.41 4.20
C -0.07 0.17 2.95
C -1.30 0.18 2.31
C -2.35 -0.40 3.05
C -2.16 -0.94 4.31
H 1.15 -0.43 4.58
H 0.72 0.55 2.33
H -3.34 -0.46 2.67
H -2.99 -1.38 4.86
C 5.57 -2.73 -2.02
N 4.53 -3.73 -2.09
C 3.19 -3.43 -1.93
Se 2.38 -1.79 -1.57
N 2.57 -4.64 -1.85
C 3.45 -5.66 -2.06
C 3.26 -7.05 -2.05
C 4.35 -7.83 -2.35
C 5.61 -7.24 -2.50
C 5.83 -5.89 -2.45
C 4.69 -5.11 -2.27
H 5.05 -1.76 -1.82
H 6.19 -2.67 -2.90
H 6.20 -2.90 -1.15
H 1.57 -4.71 -1.82
H 2.24 -7.49 -1.91
H 4.21 -8.93 -2.38
H 6.42 -7.86 -2.63
H 6.82 -5.47 -2.67
Br -3.43 -4.97 -2.60
C -2.68 -3.46 -1.80
C -2.00 -2.52 -2.55
C -1.49 -1.37 -1.89
C -1.68 -1.15 -0.52
C -2.37 -2.14 0.17
C -2.93 -3.24 -0.45
H -1.71 -2.69 -3.58
H -0.84 -0.73 -2.46
H -2.61 -2.03 1.26
H -3.47 -4.00 0.08
*
```



The following is a DFT calculation (ωB97M-V/def2-TZVPD) of a structure of composition C36H30AsCl2N6S2Tl.

Values from the calculation:
F_max in hartree/bohr: 0.016
Highest occupied orbital energy in eV: -0.687
Gap between HOMO and LUMO in eV: 3.8

ORCA input file:
```
! wB97M-V def2-TZVPD RIJCOSX def2/J DEFGRID3
* xyz -2 1
Tl 0.05 0.29 1.64
S -1.30 2.01 0.44
C -1.80 3.03 1.77
C -2.81 3.98 1.41
N -3.62 4.74 1.12
C -1.30 3.03 3.04
S -0.07 2.00 3.69
C -1.81 4.00 3.96
N -2.17 4.80 4.72
Cl -2.08 -2.14 -0.85
C -3.49 -2.42 0.20
Cl -4.28 -0.91 0.65
H -3.14 -2.91 1.11
H -4.19 -3.02 -0.36
N 3.31 1.76 -5.48
C 3.33 2.04 -6.83
C 4.35 2.36 -7.71
C 3.99 2.57 -9.03
C 2.65 2.47 -9.45
C 1.64 2.15 -8.56
C 1.99 1.93 -7.23
N 1.19 1.59 -6.15
C 2.01 1.50 -5.13
C 1.62 1.15 -3.76
C 2.54 1.18 -2.71
C 2.12 0.80 -1.44
N 0.87 0.43 -1.18
C -0.01 0.41 -2.19
C 0.32 0.75 -3.49
H 4.11 1.72 -4.86
H 5.38 2.44 -7.39
H 4.75 2.82 -9.76
H 2.41 2.65 -10.49
H 0.61 2.08 -8.87
H 3.56 1.50 -2.84
H 2.80 0.80 -0.61
H -1.02 0.12 -1.93
H -0.42 0.72 -4.28
C -0.94 -1.43 2.36
C -1.50 -2.44 2.73
C -2.15 -3.62 3.18
C -1.70 -4.88 2.66
C -2.01 -6.14 3.23
C -1.53 -7.33 2.70
C -0.72 -7.35 1.57
C -0.38 -6.12 1.00
C -0.85 -4.93 1.52
C -3.23 -3.44 4.14
C -4.32 -4.33 4.28
C -5.34 -4.10 5.19
C -5.34 -2.97 6.00
C -4.29 -2.07 5.86
C -3.27 -2.29 4.96
H -2.60 -6.18 4.14
H -1.79 -8.26 3.20
H -0.35 -8.28 1.16
H 0.26 -6.09 0.13
H -0.56 -4.00 1.06
H -4.38 -5.19 3.64
H -6.16 -4.81 5.25
H -6.14 -2.80 6.71
H -4.27 -1.17 6.47
H -2.47 -1.56 4.86
N 3.43 -0.10 1.63
C 2.28 0.01 1.65
C 2.60 5.01 -0.20
As 2.27 3.63 1.18
C 4.16 3.27 1.57
C 1.97 4.89 2.65
H 3.39 5.70 0.11
H 1.68 5.57 -0.37
H 2.88 4.53 -1.14
H 4.72 4.20 1.69
H 4.60 2.67 0.77
H 4.22 2.67 2.49
H 2.74 5.67 2.66
H 1.99 4.33 3.59
H 0.98 5.33 2.55
*
```